Run A
This record from the Open Molecules 2025 dataset describes a 2-piece molecular cluster, C4H12 overall. The level of theory is ωB97M-V with the def2-TZVPD basis set.

* SMILES: CC.CC
* orbital gap: 12.497 eV
* molecular weight: 60.14 g/mol

ORCA input file:
```
! wB97M-V def2-TZVPD RIJCOSX def2/J DEFGRID3
* xyz 0 1
C 1.9490 0.6702 -0.0378
C -1.5508 0.4774 -0.5857
C 2.0268 -0.8240 0.3024
C -2.4412 -0.3488 0.3175
H 1.4443 -1.4700 -0.3155
H 3.0377 -1.2350 0.4016
H -0.5179 0.5087 -0.2275
H 2.8742 1.0940 -0.4457
H 1.3290 0.8031 -0.9275
H 1.7160 -0.9118 1.3540
H -1.8923 1.5090 -0.6971
H -3.2738 -0.8317 -0.1768
H -1.3830 0.1242 -1.6096
H 1.5808 1.3263 0.7468
H -1.9352 -1.1529 0.8534
H -2.9637 0.2611 1.0474
*
```

Run B
This record from the Open Molecules 2025 dataset describes a 2-piece molecular cluster, C4H12 overall. The level of theory is ωB97M-V with the def2-TZVPD basis set.

* SMILES: CC.CC
* orbital gap: 12.365 eV
* molecular weight: 60.14 g/mol

ORCA input file:
```
! wB97M-V def2-TZVPD RIJCOSX def2/J DEFGRID3
* xyz 0 1
C 1.9740 -0.2149 -2.0695
C -1.4779 0.6745 2.1426
C -1.8635 0.2771 0.7009
C 1.3646 -0.7693 -0.7576
H 2.3641 -1.0656 -2.6231
H -2.6473 0.9744 0.3839
H 0.3688 -0.3608 -0.6180
H -1.1175 0.5351 -0.0308
H 1.2721 -1.8520 -0.7449
H -0.5469 1.2377 2.2579
H -2.2795 -0.7176 0.7141
H 2.8092 0.4539 -1.8771
H 1.1900 0.2392 -2.6730
H -1.4014 -0.1883 2.7973
H -2.1657 1.4386 2.5062
H 1.8314 -0.3614 0.1386
*
```

Run C
This record from the Open Molecules 2025 dataset describes a 2-piece molecular cluster, C4H12 overall. The level of theory is ωB97M-V with the def2-TZVPD basis set.

* SMILES: CC.CC
* orbital gap: 12.142 eV
* molecular weight: 60.14 g/mol

ORCA input file:
```
! wB97M-V def2-TZVPD RIJCOSX def2/J DEFGRID3
* xyz 0 1
C 1.0642 -1.8462 0.9615
C -0.4117 -2.2499 1.3465
C 0.3600 2.1184 -1.4504
C -1.0084 1.8044 -0.8486
H 0.6583 3.2368 -1.4065
H -0.9883 2.2412 0.1867
H -1.7106 2.2278 -1.4734
H -0.5580 -3.2160 0.9772
H -1.0185 -1.3430 0.8739
H -1.1880 0.7379 -0.8050
H 0.1989 2.1713 -2.5373
H 1.0292 -0.8307 0.6215
H 1.5386 -1.6789 1.9415
H 1.5798 -2.4940 0.2939
H 1.1814 1.3959 -1.1000
H -0.7270 -2.2749 2.4186
*
```

Run D
This record from the Open Molecules 2025 dataset describes a 2-piece molecular cluster, C4H12 overall. The level of theory is ωB97M-V with the def2-TZVPD basis set.

* SMILES: CC.CC
* orbital gap: 12.665 eV
* molecular weight: 60.14 g/mol

ORCA input file:
```
! wB97M-V def2-TZVPD RIJCOSX def2/J DEFGRID3
* xyz 0 1
C -0.2188 1.9040 0.2873
C 0.0972 -1.8429 -0.2153
C -0.2353 2.8586 -0.8949
C 0.3023 -3.0140 0.7302
H -0.6340 -1.1589 0.1995
H 0.9793 -1.1856 -0.2551
H -0.0762 -2.1025 -1.2597
H 0.3073 2.4788 -1.7641
H 0.2524 3.7981 -0.6256
H -0.6863 0.9297 0.1842
H -0.6315 -3.3634 1.1796
H -1.2399 3.1252 -1.2122
H 0.7884 -3.8703 0.2608
H 0.8687 -2.7120 1.6134
H 0.8110 1.7514 0.6404
H -0.6845 2.4039 1.1316
*
```

Result of the stability comparison: run D is the most stable of them.

Run A
This record from the Open Molecules 2025 dataset describes a 2-piece molecular cluster, C4H12 overall. The level of theory is ωB97M-V with the def2-TZVPD basis set.

* SMILES: CC.CC
* orbital gap: 12.164 eV
* molecular weight: 60.14 g/mol

ORCA input file:
```
! wB97M-V def2-TZVPD RIJCOSX def2/J DEFGRID3
* xyz 0 1
C -1.9129 -1.7760 -0.0340
C 2.1159 1.5841 -1.1144
C -1.1519 -1.3183 1.2274
C 0.9741 1.5161 -0.0647
H -1.4526 -2.7074 -0.3534
H -1.6630 -0.4621 1.6470
H -1.0853 -2.1551 1.9352
H 1.2734 1.8666 0.9112
H -2.0438 -1.0514 -0.8292
H 1.6827 2.1197 -1.9627
H 0.4231 0.5617 -0.0636
H 2.6026 0.6670 -1.4079
H 0.0577 1.9321 -0.5091
H 2.8241 2.3163 -0.7286
H -2.9335 -2.0301 0.2722
H -0.0802 -1.1809 1.0947
*
```

Run B
This record from the Open Molecules 2025 dataset describes a 2-piece molecular cluster, C4H12 overall. The level of theory is ωB97M-V with the def2-TZVPD basis set.

* SMILES: CC.CC
* orbital gap: 12.170 eV
* molecular weight: 60.14 g/mol

ORCA input file:
```
! wB97M-V def2-TZVPD RIJCOSX def2/J DEFGRID3
* xyz 0 1
C -1.0909 -1.2338 0.2567
C 1.5668 1.2779 -0.0396
C -1.9450 -1.1648 1.4869
C 1.4367 1.0160 -1.4948
H -3.0105 -0.7999 1.3581
H 1.5790 2.3385 0.1376
H -1.5701 -0.2165 1.9991
H -1.9677 -2.2426 1.8821
H 2.5043 0.7100 0.1886
H -1.3963 -0.3341 -0.3826
H -1.0897 -2.1072 -0.4761
H 0.3907 1.4392 -1.8463
H 2.3533 1.5305 -1.9678
H 1.6146 0.0284 -1.8252
H -0.0695 -1.1401 0.3940
H 0.6942 0.8984 0.3294
*
```

Run C
This record from the Open Molecules 2025 dataset describes a 2-piece molecular cluster, C4H12 overall. The level of theory is ωB97M-V with the def2-TZVPD basis set.

* SMILES: CC.CC
* orbital gap: 12.764 eV
* molecular weight: 60.14 g/mol

ORCA input file:
```
! wB97M-V def2-TZVPD RIJCOSX def2/J DEFGRID3
* xyz 0 1
C -1.4726 -1.5284 -0.2588
C 1.0304 0.7123 1.4212
C -1.1206 -0.6490 -1.4599
C 1.6136 1.5817 0.2743
H 0.8351 2.1758 -0.1933
H 0.2677 0.0443 1.0357
H -2.4744 -1.9441 -0.3918
H 2.4540 2.1410 0.6695
H -1.5041 -0.9921 0.6925
H 1.8205 0.0625 1.8046
H -0.0801 -0.3498 -1.4639
H 0.7095 1.3481 2.2423
H -0.8546 -2.3944 -0.0018
H 1.9961 0.8842 -0.4742
H -1.8750 0.1319 -1.5322
H -1.3453 -1.2239 -2.3642
*
```

Run D
This record from the Open Molecules 2025 dataset describes a 2-piece molecular cluster, C4H12 overall. The level of theory is ωB97M-V with the def2-TZVPD basis set.

* SMILES: CC.CC
* orbital gap: 12.643 eV
* molecular weight: 60.14 g/mol

ORCA input file:
```
! wB97M-V def2-TZVPD RIJCOSX def2/J DEFGRID3
* xyz 0 1
C -0.6624 -1.7278 0.1718
C 0.1447 2.6467 0.0310
C -0.1008 -2.3952 -1.1321
C 0.6912 1.4440 0.9690
H 0.9462 -2.0285 -1.3584
H 0.6188 2.5970 -1.0146
H -0.1247 1.3068 1.6785
H 0.7679 0.5590 0.2908
H -1.5653 -2.3536 0.4813
H 0.1134 -1.6963 0.9936
H -0.6407 -2.1667 -2.0475
H -0.8622 -0.5225 -0.0050
H 1.5002 1.8481 1.5565
H -0.9335 2.4117 -0.0743
H 0.0685 -3.5290 -0.9655
H 0.0386 3.6063 0.4249
*
```

Result of the stability comparison: run C is the most stable of them.

Run A
This record from the Open Molecules 2025 dataset describes a 2-piece molecular cluster, C2H3BrO overall. The level of theory is ωB97M-V with the def2-TZVPD basis set.

* orbital gap: 11.079 eV
* molecular weight: 122.95 g/mol

ORCA input file:
```
! wB97M-V def2-TZVPD RIJCOSX def2/J DEFGRID3
* xyz 0 1
Br 1.5241 0.0405 0.7261
O -1.0005 -2.3687 -0.2044
C 0.1337 1.1433 -0.1619
C -0.3512 -2.7615 0.6232
H -0.6381 0.4185 -0.4698
H 0.4450 1.6038 -0.9973
H -0.1130 1.9241 0.4843
*
```

Run B
This record from the Open Molecules 2025 dataset describes C2H3BrO as an isolated structure. The level of theory is ωB97M-V with the def2-TZVPD basis set.

* orbital gap: 10.065 eV
* molecular weight: 122.95 g/mol

ORCA input file:
```
! wB97M-V def2-TZVPD RIJCOSX def2/J DEFGRID3
* xyz 0 1
Br 0.4163 -2.1046 -0.3182
O -0.7807 1.7196 0.7334
C 0.2937 -0.2319 -0.6790
C -0.3503 0.6427 0.8918
H 1.3956 0.0283 -0.8462
H -0.5262 -0.0727 1.7709
H -0.4484 0.0186 -1.5527
*
```

Run C
This record from the Open Molecules 2025 dataset describes a 2-piece molecular cluster, C2H3BrO overall. The level of theory is ωB97M-V with the def2-TZVPD basis set.

* orbital gap (spin up / spin down): 8.642 / 8.642 eV
* molecular weight: 122.95 g/mol

ORCA input file:
```
! wB97M-V def2-TZVPD RIJCOSX def2/J DEFGRID3
* xyz 0 1
Br 0.2977 0.2381 -2.3126
O -1.1422 -0.1488 2.1256
C -0.9930 -0.0219 0.9309
C 0.8020 -0.1869 -0.5965
H 1.3079 0.7184 -0.1550
H -1.7605 0.4129 0.2977
H 1.4880 -1.0119 -0.2901
*
```

Run D
This record from the Open Molecules 2025 dataset describes C2H3BrO as an isolated structure. The level of theory is ωB97M-V with the def2-TZVPD basis set.

* orbital gap (spin up / spin down): 6.860 / 6.861 eV
* molecular weight: 122.95 g/mol

ORCA input file:
```
! wB97M-V def2-TZVPD RIJCOSX def2/J DEFGRID3
* xyz 0 1
Br 2.0748 0.4517 -0.0101
O 1.7785 -1.1568 0.0188
C -1.1000 -0.6055 -0.0006
C -0.9062 0.6513 0.0266
H 0.2202 0.7463 0.0517
H -0.6719 -1.6097 -0.0255
H -1.3956 1.5226 -0.0610
*
```

Result of the stability comparison: run A is the most stable of them.

Run A
This record from the Open Molecules 2025 dataset describes C2H4FN as an isolated structure. The level of theory is ωB97M-V with the def2-TZVPD basis set.

* orbital gap (spin up / spin down): 8.403 / 8.403 eV
* molecular weight: 61.06 g/mol

ORCA input file:
```
! wB97M-V def2-TZVPD RIJCOSX def2/J DEFGRID3
* xyz 0 1
F -2.3256 -0.2813 -0.1192
N -0.3227 0.8798 -0.0946
C 0.8433 1.4124 -0.0659
C -1.0201 -0.1335 -0.3473
H 0.2409 -2.8233 0.5523
H -0.0411 -2.1629 0.1966
H 1.5252 1.0072 0.7639
H 1.1000 2.1015 -0.8859
*
```

Run B
This record from the Open Molecules 2025 dataset describes one molecule with the formula C2H4FN. The level of theory is ωB97M-V with the def2-TZVPD basis set.

* SMILES: FN1CC1
* orbital gap: 11.173 eV
* molecular weight: 61.06 g/mol

ORCA input file:
```
! wB97M-V def2-TZVPD RIJCOSX def2/J DEFGRID3
* xyz 0 1
F 2.0236 -0.7117 -1.0921
N 1.0774 0.4150 -0.7841
C 0.5128 0.1392 0.5511
C -0.2488 -0.0078 -0.7652
H -0.5628 -0.9962 -1.1044
H -0.9092 0.8289 -0.9093
H 0.3480 1.0132 1.0874
H 1.0424 -0.5658 0.9967
*
```

Result of the stability comparison: run B is the most stable of them.

Run A
This record from the Open Molecules 2025 dataset describes one molecule with the formula C2H4FN. The level of theory is ωB97M-V with the def2-TZVPD basis set.

* SMILES: C/C=N/F
* orbital gap (spin up / spin down): 10.020 / 9.231 eV
* molecular weight: 61.06 g/mol

ORCA input file:
```
! wB97M-V def2-TZVPD RIJCOSX def2/J DEFGRID3
* xyz 0 1
F -3.6834 -0.1325 -0.0662
N -2.4353 0.3025 0.5647
C -1.1554 -0.1960 -0.3829
C 0.1515 0.3511 0.0550
H 0.0484 0.9573 0.8896
H -1.4307 -0.7609 -1.2845
H 0.8614 -0.4346 0.2727
H 0.5966 0.7768 -0.9107
*
```

Run B
This record from the Open Molecules 2025 dataset describes a 2-piece molecular cluster, C2H4FN overall. The level of theory is ωB97M-V with the def2-TZVPD basis set.

* orbital gap: 11.213 eV
* molecular weight: 61.06 g/mol

ORCA input file:
```
! wB97M-V def2-TZVPD RIJCOSX def2/J DEFGRID3
* xyz 0 1
F 1.6503 -2.4817 1.2769
N 1.0908 -0.6808 0.0007
C 0.8548 -1.5001 0.8834
C 0.2610 0.2967 -0.5194
H -0.8857 0.3354 -0.0839
H 0.7543 1.1700 -0.3474
H 0.2223 0.1234 -1.6182
H -0.5402 -1.4507 1.5649
*
```

Result of the stability comparison: run B is the most stable of them.

Run A
This record from the Open Molecules 2025 dataset describes a 20-piece molecular cluster, H41O20 overall. The level of theory is ωB97M-V with the def2-TZVPD basis set.

* orbital gap: 10.443 eV
* molecular weight: 361.31 g/mol

ORCA input file:
```
! wB97M-V def2-TZVPD RIJCOSX def2/J DEFGRID3
* xyz 1 1
O -4.7068 2.1490 -2.1404
O 4.3334 3.1575 -2.1697
O 1.2116 -1.2756 -3.4917
O -1.7183 -0.5510 5.1575
O -4.3524 -1.5795 -0.2223
O 4.4675 1.8638 2.4601
O 1.0212 0.1371 0.6431
O 2.0887 2.0749 -1.5058
O 0.6479 -2.2829 -0.9833
O 1.3161 2.6181 1.9244
O 0.5795 2.8908 -3.6856
O -1.7197 0.8079 -0.6504
O -2.7251 -3.7952 2.7258
O -1.2861 -1.0047 0.9885
O 1.5902 -4.6913 2.1583
O -1.1423 -4.4951 -0.4260
O -2.8759 0.9055 2.4954
O -1.2540 2.4836 1.3754
O -0.7541 0.4268 -2.8189
O 4.8749 0.2814 -1.8174
H 2.6867 2.8301 -1.6666
H 1.3816 0.9512 0.2687
H -0.8286 1.0846 -0.9385
H -1.3213 -0.6664 6.0250
H 1.1810 -0.6318 0.0685
H 0.4475 -1.8400 -1.8249
H -2.7450 0.5827 3.3956
H 4.2799 4.1147 -2.3282
H -5.1628 -1.6986 -0.7313
H 1.6579 -3.7320 2.0133
H -2.9502 0.0539 2.0438
H -0.3900 2.8944 1.5848
H 5.0884 0.1047 -0.8974
H 1.0028 2.5898 -2.8442
H 2.4771 1.2286 -1.5502
H 0.1889 -3.1344 -0.9848
H -0.4091 0.3585 -3.7179
H -2.0890 -4.6473 -0.4250
H -5.4169 1.9079 -1.5421
H 2.0710 3.0149 2.3769
H 4.5493 2.0568 3.3926
H 5.4449 -0.3304 -2.2868
H -1.5717 -0.0496 0.0322
H -3.8848 2.1269 -1.6471
H -1.3644 -1.6156 0.2377
H -0.8494 -5.3050 -0.8651
H 4.4608 2.6714 1.9425
H -2.0260 -1.4394 4.9568
H 1.4076 3.0757 -4.1349
H 1.4033 -2.1114 -3.8970
H -3.5284 -3.2943 2.8886
H -4.3499 -2.3514 0.3543
H -1.8237 1.4198 0.1415
H 1.5767 1.6971 1.9865
H 2.0344 -0.9638 -3.1080
H -1.4172 2.0878 2.2401
H -2.2778 -3.3250 2.0147
H -1.5264 0.9856 -2.9734
H -0.4286 -0.4882 1.0200
H 4.8967 3.1971 -1.3860
H 1.3285 -4.7768 1.2248
*
```

Run B
This record from the Open Molecules 2025 dataset describes H41O20 as an isolated structure. The level of theory is ωB97M-V with the def2-TZVPD basis set.

* orbital gap: 10.129 eV
* molecular weight: 361.31 g/mol

ORCA input file:
```
! wB97M-V def2-TZVPD RIJCOSX def2/J DEFGRID3
* xyz 1 1
O 4.4762 0.4219 -2.8903
O 0.0752 -4.7004 0.8693
O -0.1849 2.7001 3.4572
O -0.2514 3.4570 0.7176
O 1.1964 -2.6720 2.4107
O -0.1115 -2.8311 -3.5827
O 0.6216 1.5908 -1.1889
O -3.1774 -3.4260 -0.3290
O -3.9154 -1.1003 1.8336
O 0.8565 -1.1911 -1.8168
O 0.5558 0.6532 -4.5421
O -2.1572 3.6103 -1.3861
O 3.8037 2.6965 -2.6581
O -1.1492 -0.1803 3.9825
O 1.4473 0.4594 4.7820
O 2.7270 3.7729 2.9058
O -2.3194 -2.3157 -2.4774
O -1.5100 0.1401 -0.1755
O 0.9779 -4.6717 -1.9612
O -2.5199 3.1058 1.9754
H -3.4474 -2.6403 0.0790
H 2.0710 -2.8892 2.6775
H 0.2654 3.3623 2.9595
H -4.3798 -1.2201 2.6120
H 2.9153 2.8305 2.8879
H 0.7147 -4.8316 -1.0547
H -0.3659 -0.6662 4.1462
H 1.5977 -1.8467 1.7373
H 1.0320 -0.1630 -4.5152
H 0.7922 2.0754 -1.9893
H -2.7118 -4.1121 0.1037
H 0.1660 -2.1278 -2.8668
H 0.5877 3.1141 1.0439
H -2.8688 2.9888 -1.7129
H 1.8516 -5.0023 -1.9131
H -2.6408 3.4520 2.8868
H 4.9909 0.6227 -2.0535
H -1.1024 -2.6219 -2.8140
H 3.2921 4.4154 2.4847
H 0.4577 -4.0868 1.3585
H 4.4087 2.3289 -3.4955
H 1.4658 -0.3694 -1.9605
H 0.2243 -3.7169 -3.1686
H 4.7400 1.0045 -3.5906
H -3.3698 -0.3352 1.7910
H -0.4584 -5.2702 1.3104
H 1.7635 0.3910 5.7193
H -0.9083 2.3505 2.8965
H -0.8178 0.4010 0.5594
H -2.6790 -1.4812 -2.4843
H -2.7302 4.1114 -0.8390
H -1.9425 3.7094 1.4989
H -2.3306 0.6186 0.2649
H -2.7277 -2.9764 -1.9063
H -0.2090 1.5466 -1.1668
H 3.0017 2.1607 -2.8563
H -0.0315 -0.6385 -1.7144
H -0.7845 0.7647 4.0549
H -0.3987 3.3008 -0.1830
H 1.1494 1.2949 4.5313
H -0.0241 0.6322 -5.2447
*
```

Result of the stability comparison: run A is the most stable of them.